Record 1
Here is an isolated molecule of C5H7NO from the OMol25 dataset. Energies are from ωB97M-V/def2-TZVPD.

## Properties
HOMO level (alpha / beta) = -8.821 / -8.929 eV
Calculated total energy = -324.51878 hartree
2S+1 = 1
Orbital gap (alpha / beta) = 7.89 / 7.59 eV
Charge = 0

Positions of all 14 atoms, in Å:
C  1.41  0.39  1.35
C  0.17  0.78  0.55
C  -0.58  -0.36  0.01
C  -1.57  -0.16  -1.09
O  -1.20  -1.34  -1.84
C  -0.03  -1.65  -1.25
N  1.08  -2.05  -1.27
H  1.14  -0.30  2.16
H  1.90  1.27  1.78
H  2.12  -0.13  0.70
H  -0.58  1.26  1.21
H  0.40  1.55  -0.21
H  -2.60  -0.22  -0.72
H  -1.47  0.71  -1.76

Record 2
Here is a cluster of 2 separate species, C5H7NO in total from the OMol25 dataset. Energies are from ωB97M-V/def2-TZVPD.

## Properties
HOMO level = -9.766 eV
Calculated total energy = -324.54293 hartree
2S+1 = 1
SMILES = C1=N[C@@]12CO2.C=C
Orbital gap = 10.80 eV
Charge = 0

Positions of all 14 atoms, in Å:
C  0.69  -0.45  -1.36
N  1.03  -1.65  -1.59
C  0.22  -1.36  -0.39
C  0.09  -1.92  0.92
O  -1.01  -1.88  -0.03
H  0.76  0.53  -1.81
H  0.51  -2.92  1.06
H  -0.05  -1.33  1.83
C  -0.35  2.27  -0.30
C  -0.68  1.44  0.69
H  0.64  2.72  -0.36
H  -1.04  2.49  -1.10
H  0.03  1.20  1.48
H  -1.65  0.95  0.74

Record 3
Here is an isolated molecule of C5H7NO from the OMol25 dataset. Energies are from ωB97M-V/def2-TZVPD.

## Properties
HOMO level = -7.489 eV
Calculated total energy = -324.58729 hartree
2S+1 = 1
SMILES = CN1C=C=C[C@@H]1O
Orbital gap = 7.36 eV
Charge = 0

Positions of all 14 atoms, in Å:
C  -1.78  0.05  0.33
N  -0.41  -0.31  0.05
C  0.18  -1.48  0.17
C  1.60  -1.56  -0.16
C  1.83  -0.24  -0.45
C  0.60  0.64  -0.46
O  0.55  1.88  0.19
H  -2.36  0.14  -0.60
H  -1.78  1.02  0.84
H  -2.23  -0.71  0.97
H  -0.45  -2.32  0.50
H  2.77  0.18  -0.81
H  0.32  0.84  -1.50
H  1.17  1.86  0.93

Record 4
Here is an isolated molecule of C5H7NO from the OMol25 dataset. Energies are from ωB97M-V/def2-TZVPD.

## Properties
HOMO level = -9.293 eV
Calculated total energy = -324.70847 hartree
2S+1 = 1
SMILES = O=C1CC=CCN1
Orbital gap = 10.14 eV
Charge = 0

Positions of all 14 atoms, in Å:
O  1.29  -0.87  2.11
C  0.72  -0.31  1.19
C  -0.66  0.28  1.29
C  -1.41  0.14  -0.01
C  -0.79  -0.06  -1.18
C  0.70  -0.13  -1.30
N  1.32  0.01  0.00
H  -0.49  1.35  1.51
H  -1.19  -0.14  2.14
H  -2.49  0.21  0.02
H  -1.36  -0.18  -2.09
H  1.07  0.66  -1.96
H  0.99  -1.09  -1.77
H  2.31  0.13  0.05

Record 5
Here is an isolated molecule of C5H7NO at a distorted geometry from the OMol25 dataset. Energies are from ωB97M-V/def2-TZVPD.

## Properties
HOMO level (alpha / beta) = -7.258 / -7.258 eV
Calculated total energy = -324.56338 hartree
2S+1 = 1
Orbital gap (alpha / beta) = 7.86 / 7.85 eV
Charge = 0

Positions of all 14 atoms, in Å:
C  -0.10  1.09  -0.24
C  -1.52  1.03  -0.40
C  -2.30  -1.09  0.57
C  0.56  -0.09  -0.21
C  2.08  -0.15  0.13
N  -2.21  0.10  0.22
O  -0.09  -1.19  -0.67
H  0.51  1.93  0.00
H  -2.01  1.85  -1.04
H  -2.82  -1.28  1.53
H  2.52  0.88  -0.01
H  2.61  -0.92  -0.45
H  2.25  -0.32  1.29
H  0.52  -1.83  -0.73

Record 6
Here is an isolated molecule of C5H7NO at a distorted geometry from the OMol25 dataset. Energies are from ωB97M-V/def2-TZVPD.

## Properties
HOMO level = -9.939 eV
Calculated total energy = -324.65082 hartree
2S+1 = 1
SMILES = C/C=C(\C#N)CO
Orbital gap = 10.08 eV
Charge = 0

Positions of all 14 atoms, in Å:
C  1.57  1.00  0.64
C  0.27  0.80  -0.08
C  -0.67  -0.11  0.24
C  -0.58  -0.92  1.42
N  -0.54  -1.54  2.40
C  -1.48  -0.67  -0.91
O  -0.42  -1.42  -1.49
H  1.47  1.82  1.34
H  2.38  1.24  -0.06
H  1.86  0.09  1.19
H  0.06  1.44  -0.93
H  -2.32  -1.31  -0.62
H  -1.85  0.11  -1.59
H  0.31  -0.77  -1.35

Record 7
Here is an isolated molecule of C5H7NO at a distorted geometry from the OMol25 dataset. Energies are from ωB97M-V/def2-TZVPD.

## Properties
HOMO level = -8.682 eV
Calculated total energy = -324.54078 hartree
2S+1 = 1
SMILES = C[C@]12N[C@H]1CC2=O
Orbital gap = 9.39 eV
Charge = 0

Positions of all 14 atoms, in Å:
C  -1.70  0.30  -0.12
C  -0.33  -0.66  0.27
N  0.60  -1.47  1.14
C  0.76  -0.02  1.05
C  1.24  0.62  -0.28
C  0.24  -0.29  -1.01
O  -0.02  -0.62  -2.14
H  -1.60  1.02  -1.00
H  -1.88  0.94  0.74
H  -2.52  -0.34  -0.41
H  1.32  -2.06  0.67
H  0.61  0.49  2.00
H  2.22  0.39  -0.65
H  1.04  1.70  -0.27

Record 8
Here is a cluster of 2 separate species, C5H7NO in total from the OMol25 dataset. Energies are from ωB97M-V/def2-TZVPD.

## Properties
HOMO level = -8.687 eV
Calculated total energy = -324.54536 hartree
2S+1 = 1
SMILES = N=C=C1CO1.C=C
Orbital gap = 9.60 eV
Charge = 0

Positions of all 14 atoms, in Å:
N  1.41  -1.34  1.15
C  0.57  -1.43  0.26
C  -0.35  -1.12  -0.62
C  -1.67  -1.28  -1.14
O  -0.51  -1.13  -1.99
H  1.52  -0.32  1.33
H  -2.11  -2.28  -1.14
H  -2.37  -0.45  -1.17
C  1.07  1.60  1.01
C  0.11  1.46  0.10
H  0.84  1.69  2.07
H  2.11  1.74  0.73
H  -0.94  1.41  0.38
H  0.32  1.46  -0.97

Record 9
Here is an isolated molecule of C5H7NO from the OMol25 dataset. Energies are from ωB97M-V/def2-TZVPD.

## Properties
HOMO level = -7.951 eV
Calculated total energy = -324.64748 hartree
2S+1 = 1
SMILES = C/C(C=C=N)=C/O
Orbital gap = 8.81 eV
Charge = 0

Positions of all 14 atoms, in Å:
C  1.22  0.27  -1.66
C  0.42  0.18  -0.38
C  -0.92  -0.41  -0.45
C  -1.68  -0.69  0.60
N  -2.33  -1.10  1.56
C  0.96  0.61  0.78
O  0.39  0.47  2.01
H  1.97  1.08  -1.59
H  1.76  -0.66  -1.86
H  0.58  0.48  -2.52
H  -1.38  -0.56  -1.43
H  -2.90  -0.41  2.04
H  1.89  1.16  0.81
H  0.01  -0.41  2.09

Record 10
Here is a cluster of 2 separate species, C5H7NO in total at a distorted geometry from the OMol25 dataset. Energies are from ωB97M-V/def2-TZVPD.

## Properties
HOMO level = -10.825 eV
Calculated total energy = -324.59165 hartree
2S+1 = 1
SMILES = CC(=O)C#N.C=C
Orbital gap = 10.29 eV
Charge = 0

Positions of all 14 atoms, in Å:
C  1.15  0.30  1.13
C  0.89  0.69  -0.28
O  1.11  1.72  -0.82
C  1.29  -0.85  -1.23
N  1.81  -1.82  -1.59
H  0.63  -0.62  1.38
H  0.86  1.13  1.77
H  2.21  0.11  1.26
C  -1.37  0.38  -0.64
C  -1.91  -0.55  0.14
H  -1.74  1.40  -0.68
H  -0.68  0.05  -1.48
H  -1.53  -1.56  0.19
H  -2.72  -0.38  0.84

Record 11
Here is a cluster of 2 separate species, C5H7NO in total from the OMol25 dataset. Energies are from ωB97M-V/def2-TZVPD.

## Properties
HOMO level = -8.675 eV
Calculated total energy = -324.54720 hartree
2S+1 = 1
SMILES = N=C=C1CO1.C=C
Orbital gap = 9.59 eV
Charge = 0

Positions of all 14 atoms, in Å:
N  -0.39  1.87  -1.30
C  0.54  1.18  -0.87
C  1.29  0.30  -0.28
C  2.25  -0.12  0.70
O  2.11  -0.76  -0.59
H  -1.27  1.38  -1.05
H  3.15  0.48  0.81
H  1.96  -0.73  1.55
C  -2.13  -0.28  -0.09
C  -1.08  -0.90  0.42
H  -2.68  0.47  0.47
H  -2.51  -0.53  -1.08
H  -0.71  -0.67  1.42
H  -0.54  -1.69  -0.11

Record 12
Here is an isolated molecule of C5H7NO from the OMol25 dataset. Energies are from ωB97M-V/def2-TZVPD.

## Properties
HOMO level (alpha / beta) = -6.943 / -7.147 eV
Calculated total energy = -324.50336 hartree
2S+1 = 1
Orbital gap (alpha / beta) = 7.52 / 7.95 eV
Charge = 0

Positions of all 14 atoms, in Å:
C  1.28  -1.08  -1.84
N  0.37  -1.18  -0.89
C  -0.30  -0.14  -0.33
C  0.37  0.89  0.59
C  -1.05  1.41  0.91
C  -1.03  -0.13  1.01
O  0.25  -0.04  1.75
H  1.82  -1.95  -2.17
H  1.44  -0.10  -2.26
H  0.09  -2.12  -0.63
H  1.32  1.42  0.50
H  -1.60  1.86  0.08
H  -1.16  1.94  1.86
H  -1.81  -0.80  1.40

Record 13
Here is an isolated molecule of C5H7NO at a distorted geometry from the OMol25 dataset. Energies are from ωB97M-V/def2-TZVPD.

## Properties
HOMO level = -8.209 eV
Calculated total energy = -324.68554 hartree
2S+1 = 1
SMILES = Cc1cocc1N
Orbital gap = 9.19 eV
Charge = 0

Positions of all 14 atoms, in Å:
C  -1.68  0.25  0.64
C  -0.43  -0.37  0.12
C  -0.26  -1.65  -0.28
O  0.94  -1.82  -0.86
C  1.59  -0.61  -0.85
C  0.83  0.31  -0.21
N  1.03  1.61  0.33
H  -2.41  -0.53  0.90
H  -2.13  0.87  -0.16
H  -1.53  0.90  1.51
H  -0.86  -2.54  -0.19
H  2.55  -0.72  -1.36
H  0.39  2.34  0.05
H  1.98  1.95  0.35

Record 14
Here is a structure of composition C5H7NO at a distorted geometry from the OMol25 dataset. Energies are from ωB97M-V/def2-TZVPD.

## Properties
HOMO level = -10.006 eV
Calculated total energy = -324.61599 hartree
2S+1 = 1
Orbital gap = 11.08 eV
Charge = 0

Positions of all 14 atoms, in Å:
N  2.54  0.32  0.17
C  1.40  -0.19  0.03
O  0.80  -1.41  -0.23
C  -0.35  -0.69  -0.81
C  -1.48  -0.52  0.23
C  -0.86  0.84  0.66
C  0.29  0.70  -0.35
H  3.36  -0.24  0.25
H  -0.57  -1.08  -1.80
H  -1.52  -1.32  0.99
H  -2.47  -0.43  -0.23
H  -0.55  0.91  1.71
H  -1.54  1.68  0.45
H  1.02  1.46  -0.70

Record 15
Here is a structure of composition C5H7NO from the OMol25 dataset. Energies are from ωB97M-V/def2-TZVPD.

## Properties
HOMO level = -9.661 eV
Calculated total energy = -324.61678 hartree
2S+1 = 1
Orbital gap = 10.50 eV
Charge = 0

Positions of all 14 atoms, in Å:
O  1.59  -0.81  -1.00
C  1.10  -0.31  0.22
C  0.47  1.06  0.32
C  -0.95  0.94  -0.11
C  -1.22  -0.48  -0.54
C  -0.29  -0.81  0.63
N  -0.57  0.56  1.27
H  2.20  -0.15  -1.37
H  1.82  -0.46  1.04
H  0.95  2.01  0.47
H  -1.56  1.83  -0.30
H  -0.93  -0.82  -1.54
H  -2.26  -0.77  -0.31
H  -0.40  -1.72  1.22

Record 16
Here is a structure of composition C5H7NO at a distorted geometry from the OMol25 dataset. Energies are from ωB97M-V/def2-TZVPD.

## Properties
HOMO level (alpha / beta) = -7.906 / -8.040 eV
Calculated total energy = -324.47262 hartree
2S+1 = 1
Orbital gap (alpha / beta) = 7.24 / 8.30 eV
Charge = 0

Positions of all 14 atoms, in Å:
C  1.99  1.20  -0.11
C  0.63  0.65  0.10
C  -0.54  0.95  0.55
C  -1.32  -0.70  -0.14
C  -1.71  -1.75  0.60
N  0.27  -0.66  -0.55
O  0.60  -0.86  -1.72
H  -1.19  1.76  0.83
H  -2.00  -0.27  -0.88
H  2.06  2.22  0.28
H  2.73  0.57  0.38
H  2.21  1.21  -1.18
H  -2.76  -1.99  0.71
H  -0.97  -2.34  1.13

Table of energy above the lowest of the compared OMol25 structures with the same formula, charge and spin (kcal per mole), in record order: 129.1 113.9 86.1 10.0 101.1 46.2 115.3 112.4 48.3 83.3 111.2 138.7 24.4 68.1 67.6 158.0